[1]
# C4H8ClF

One molecule with the formula C4H8ClF in a non-equilibrium geometry (ωB97M-V/def2-TZVPD, the Open Molecules 2025 dataset).

```
14
Properties=species:S:1:pos:R:3:forces:R:3
C -0.865683 1.706148 -0.188303 1.3 2.7 -0.2
C -0.636326 0.373967 0.272414 0.0 -3.3 2.5
Cl -2.014292 -0.780800 -0.012399 -0.5 0.4 -0.2
C 0.569845 -0.406111 -0.167228 2.1 0.4 -0.8
C 1.891641 0.305805 0.206251 -0.2 0.5 0.0
F 2.951090 -0.578250 -0.110698 -0.7 0.8 0.4
H -1.686276 2.089422 0.394173 -0.3 0.6 -0.1
H 0.086723 2.308749 0.021032 -1.4 -0.6 0.0
H -1.045281 1.838783 -1.228650 -0.3 -0.2 -0.9
H -0.659445 0.444192 1.393688 0.4 -0.3 -0.9
H 0.674102 -1.377197 0.319937 -0.6 0.0 -0.2
H 0.613628 -0.542902 -1.293993 -0.3 0.0 1.3
H 1.980106 1.203594 -0.440821 0.4 -0.4 0.5
H 1.962728 0.634339 1.302896 0.0 -0.7 -1.5
```
Forces are in eV/Å.

Output
Kohn-Sham gap in eV: 11.619
SMILES string: C[C@@H](Cl)CCF
ΔE to the lowest compared entry with this formula, charge and spin in kcal/mol: 16.09

In elementary charge units, the natural (NBO) charges are:
1 C -0.63
2 C -0.16
3 Cl -0.10
4 C -0.46
5 C 0.06
6 F -0.37
7 H 0.23
8 H 0.22
9 H 0.22
10 H 0.21
11 H 0.24
12 H 0.22
13 H 0.16
14 H 0.17

***

[2]
# C4H8ClFN

C4H8ClFN as an isolated structure in a non-equilibrium geometry (ωB97M-V/def2-TZVPD, the Open Molecules 2025 dataset).

```
15
Properties=species:S:1:pos:R:3:forces:R:3
C 1.615606 -0.187426 1.299806 2.7 -0.4 -1.6
C 0.259324 -0.646291 0.863405 0.1 -1.7 1.9
C 1.021399 0.072172 2.582231 -2.2 1.4 -3.1
C -0.763001 0.217471 0.295825 0.9 -0.8 0.6
N -0.720059 0.310466 -1.308364 0.8 -1.4 -0.2
F 0.483552 1.344167 2.634389 0.7 -1.0 0.6
Cl 0.990929 -0.778079 3.962914 0.0 -0.8 1.3
H 2.444295 -0.922789 1.134631 -0.9 0.4 0.8
H 2.027098 0.730711 0.852040 -0.5 -0.1 0.0
H -0.056277 -1.684639 1.091202 0.7 0.7 -0.2
H -0.394275 1.131631 0.728657 -1.2 1.3 -0.6
H -1.737060 -0.170343 0.661095 0.2 0.9 -1.0
H -1.309326 1.050694 -1.615905 -0.5 1.2 -0.2
H -1.181450 -0.531857 -1.759054 1.1 0.8 0.8
H 0.263219 0.479056 -1.728814 -1.9 -0.6 1.0
```
Forces are in eV/Å.

Output
Kohn-Sham gap in eV: 8.234
Net charge: +1
ΔE to the lowest compared entry with this formula, charge and spin in kcal/mol: 51.32

In elementary charge units, the natural (NBO) charges are:
1 C -0.53
2 C -0.33
3 C 0.38
4 C -0.28
5 N -0.71
6 F -0.32
7 Cl 0.20
8 H 0.27
9 H 0.25
10 H 0.23
11 H 0.25
12 H 0.25
13 H 0.43
14 H 0.45
15 H 0.46

***

[3]
# C4H8ClIO12S2Ti

C4H8ClIO12S2Ti as an isolated structure in a non-equilibrium geometry (ωB97M-V/def2-TZVPD, the Open Molecules 2025 dataset).

```
29
Properties=species:S:1:pos:R:3:forces:R:3
Ti -2.075533 -0.835791 -0.296861 -0.9 0.2 0.4
I -4.957298 -0.337316 -0.373452 0.8 -0.1 -0.2
Cl -2.356030 0.961108 3.116207 0.0 0.5 -0.4
O -1.907119 -0.088693 2.206959 0.2 -0.5 -0.1
O -3.779392 0.883192 3.260771 0.3 0.1 0.1
O -1.701683 0.842020 4.390944 0.0 -0.3 -0.2
O -1.964086 2.232289 2.509392 -0.4 -0.1 0.2
C 2.665943 -2.122583 -1.889781 0.6 -0.7 0.0
C 2.819019 -2.544492 -0.410555 -0.1 0.5 -0.8
O 1.868530 -3.606189 -0.266406 -0.2 0.0 0.6
S 0.564796 -3.206623 -1.063922 0.4 -0.3 -0.7
O -0.168425 -2.207019 -0.365119 0.1 0.5 0.4
O -0.080359 -4.380995 -1.494261 -0.2 -0.2 0.0
O 1.352839 -2.554465 -2.277096 -0.6 0.4 0.0
H 3.336910 -2.701462 -2.525024 0.1 0.2 0.0
H 2.807031 -1.056640 -2.030373 -0.3 0.0 0.0
H 2.562264 -1.692917 0.219626 0.1 -0.2 0.3
H 3.796519 -2.971110 -0.222798 0.0 0.1 0.3
C -1.305719 2.455410 -0.698564 -0.8 1.5 0.0
C -0.390203 3.293970 0.221444 -0.7 -0.6 -0.2
O 0.917264 2.871592 -0.236674 0.9 0.3 0.4
S 0.859530 1.301892 -0.232903 -0.8 1.4 -1.4
O 0.694823 0.842235 1.072825 0.1 -1.0 1.5
O 1.861396 0.779573 -1.082779 0.4 -0.2 -0.4
O -0.554583 1.274689 -1.003142 0.1 -1.1 0.1
H -1.548696 2.989551 -1.619638 0.4 -0.3 -0.2
H -2.275179 2.232134 -0.251381 0.3 -0.4 0.4
H -0.601541 2.979624 1.247051 0.5 0.2 0.0
H -0.441032 4.367022 0.095498 -0.1 0.0 -0.1
```
Forces are in eV/Å.

Output
Kohn-Sham gap (spin up / spin down) in eV: 4.469 / 6.994
Net charge: -1
Multiplicity: 4
ΔE to the lowest compared entry with this formula, charge and spin in kcal/mol: 0.00
<S²>: 3.75

In elementary charge units, the natural (NBO) charges are:
1 Ti 0.66
2 I -0.74
3 Cl 2.55
4 O -0.94
5 O -0.82
6 O -0.85
7 O -0.91
8 C -0.10
9 C -0.12
10 O -0.68
11 S 2.59
12 O -0.96
13 O -0.87
14 O -0.68
15 H 0.18
16 H 0.23
17 H 0.22
18 H 0.21
19 C -0.10
20 C -0.15
21 O -0.69
22 S 2.58
23 O -0.88
24 O -0.93
25 O -0.72
26 H 0.19
27 H 0.25
28 H 0.27
29 H 0.21

***

[4]
# C4H8ClN

One molecule with the formula C4H8ClN in a non-equilibrium geometry (ωB97M-V/def2-TZVPD, the Open Molecules 2025 dataset).

```
14
Properties=species:S:1:pos:R:3:forces:R:3
C -1.804844 -1.888331 -1.313715 -1.5 -3.5 -0.2
C -0.963095 -0.668071 -1.306384 4.2 -1.9 -3.6
N -0.924635 0.598470 -0.702637 -4.8 2.4 3.9
C -0.092271 -0.474771 -0.162837 3.0 2.0 2.6
C 1.333524 0.174788 0.012613 0.1 0.5 -0.6
Cl 1.158033 1.204052 1.629238 0.5 -1.2 -1.8
H -0.999296 -2.731138 -1.900084 -3.1 2.4 1.2
H -2.925601 -1.627907 -1.836667 3.3 -1.4 1.2
H -1.956153 -2.533107 -0.263748 0.1 2.4 -2.4
H -0.182582 -0.772878 -2.230373 -2.5 1.0 1.2
H -1.829619 1.068610 -0.000383 3.2 -2.5 -2.9
H -0.166398 -1.161734 0.732703 -1.0 1.2 -0.8
H 2.079468 -0.573190 0.076481 0.7 -1.1 1.4
H 1.926171 0.811469 -0.734585 -2.2 -0.1 0.7
```
Forces are in eV/Å.

Output
Kohn-Sham gap in eV: 10.457
SMILES string: C[C@H]1N[C@@H]1CCl
ΔE to the lowest compared entry with this formula, charge and spin in kcal/mol: 105.22

In elementary charge units, the natural (NBO) charges are:
1 C -0.63
2 C -0.11
3 N -0.57
4 C -0.12
5 C -0.31
6 Cl -0.14
7 H 0.23
8 H 0.24
9 H 0.22
10 H 0.17
11 H 0.38
12 H 0.21
13 H 0.20
14 H 0.23

***

[5]
# C4H8ClN

A 2-piece molecular cluster, C4H8ClN overall in a non-equilibrium geometry (ωB97M-V/def2-TZVPD, the Open Molecules 2025 dataset).

```
14
Properties=species:S:1:pos:R:3:forces:R:3
C 2.122976 0.076478 0.145093 1.9 2.3 -2.9
C 1.673813 -0.803638 1.204277 -1.0 -1.2 3.9
C 0.945538 -0.763726 -0.044751 1.9 -0.5 0.2
C -1.784553 0.516830 -0.139684 -0.9 0.1 -3.1
N -2.293182 0.500554 -1.464478 0.9 1.7 -0.4
Cl -2.743186 -0.401505 0.827563 -1.2 -1.7 2.1
H 1.944974 1.223026 0.090574 0.3 -2.0 0.7
H 3.026866 -0.166284 -0.460245 -0.6 0.1 0.7
H 2.112683 -1.785810 1.535554 0.2 1.3 -0.7
H 1.230201 -0.300847 2.118099 0.3 -0.7 -1.1
H 0.038333 -0.337468 -0.207649 -2.7 0.4 -0.8
H -1.367252 1.339724 0.352759 0.6 1.4 -0.1
H -2.195784 1.268330 -2.179552 0.1 -1.4 1.6
H -2.711426 -0.365660 -1.777564 0.2 0.3 0.1
```
Forces are in eV/Å.

Output
Kohn-Sham gap (spin up / spin down) in eV: 9.232 / 7.157
ΔE to the lowest compared entry with this formula, charge and spin in kcal/mol: 122.37

In elementary charge units, the natural (NBO) charges are:
1 C -0.49
2 C -0.49
3 C -0.09
4 C -0.15
5 N -0.84
6 Cl 0.02
7 H 0.21
8 H 0.22
9 H 0.23
10 H 0.21
11 H 0.17
12 H 0.20
13 H 0.40
14 H 0.40

***

[6]
# C4H8ClN

A 2-piece molecular cluster, C4H8ClN overall in a non-equilibrium geometry (ωB97M-V/def2-TZVPD, the Open Molecules 2025 dataset).

```
14
Properties=species:S:1:pos:R:3:forces:R:3
C -1.357798 0.729800 -1.282944 -0.4 -0.3 -0.1
C -0.159118 -0.020013 -0.800092 1.9 0.4 2.2
N 0.892052 -0.687528 -1.024065 -1.0 0.1 -0.4
C 0.767232 -0.182561 0.393097 -1.1 -1.1 0.4
C 1.716225 0.854206 0.931459 1.2 2.4 -1.3
H -1.168676 1.080235 -2.320198 -0.3 -0.4 0.5
H -1.451205 1.677729 -0.629635 -0.3 -1.8 -0.9
H -2.261096 -0.026052 -1.269190 1.5 1.9 0.1
H 0.503639 -0.928392 1.227875 0.2 0.8 -1.7
H 1.270398 1.902836 0.839966 0.5 -1.3 0.5
H 2.778621 1.016993 0.499219 -1.8 -0.8 -0.3
H 2.002585 0.629583 1.935649 -0.5 0.0 1.0
Cl -2.208886 -3.020872 1.193950 -0.6 0.0 0.6
H -1.323972 -3.025965 0.304911 0.7 0.0 -0.6
```
Forces are in eV/Å.

Output
Kohn-Sham gap in eV: 10.118
SMILES string: CC1=N[C@H]1C.Cl
ΔE to the lowest compared entry with this formula, charge and spin in kcal/mol: 45.05

In elementary charge units, the natural (NBO) charges are:
1 C -0.69
2 C 0.27
3 N -0.34
4 C -0.16
5 C -0.65
6 H 0.24
7 H 0.25
8 H 0.26
9 H 0.17
10 H 0.21
11 H 0.22
12 H 0.22
13 Cl -0.26
14 H 0.26

***

[7]
# C4H8ClN3

One molecule with the formula C4H8ClN3 in a non-equilibrium geometry (ωB97M-V/def2-TZVPD, the Open Molecules 2025 dataset).

```
16
Properties=species:S:1:pos:R:3:forces:R:3
H 0.650423 -0.066447 -3.652844 -0.6 1.7 2.9
N 0.373458 0.542530 -2.751646 1.6 -0.4 -4.2
C -0.265346 -0.148236 -1.936131 -0.9 -0.5 1.7
N -0.888622 0.434996 -0.847807 1.1 0.1 -0.4
N -0.480441 1.762706 -0.640169 -1.2 0.9 -1.4
C -1.236543 -0.173026 0.386119 -2.2 -0.5 0.5
C -0.143677 -0.819678 1.176363 0.1 -1.9 0.7
C -0.103021 -2.075754 1.681137 1.2 0.9 -0.7
Cl 1.248176 0.164558 1.472819 0.2 0.5 0.0
H -0.356952 -1.194248 -1.998468 -0.5 -1.5 0.0
H -0.787771 2.142951 -1.548948 0.4 0.8 0.7
H 0.519795 1.748999 -0.722741 0.8 0.3 0.0
H -1.671912 0.703924 0.934575 0.4 -1.0 -0.1
H -2.104621 -0.869012 0.192129 1.0 0.2 0.5
H 0.884528 -2.352265 2.196581 -2.0 0.0 -0.7
H -0.891721 -2.792840 1.394226 0.6 0.4 0.6
```
Forces are in eV/Å.

Output
Kohn-Sham gap in eV: 10.024
SMILES string: [H]/N=C/N(N)CC(=C)Cl
ΔE to the lowest compared entry with this formula, charge and spin in kcal/mol: 53.53

In elementary charge units, the natural (NBO) charges are:
1 H 0.35
2 N -0.72
3 C 0.26
4 N -0.29
5 N -0.64
6 C -0.28
7 C -0.04
8 C -0.41
9 Cl -0.01
10 H 0.16
11 H 0.36
12 H 0.35
13 H 0.26
14 H 0.22
15 H 0.23
16 H 0.22

***

[8]
# C4H8ClN3

One molecule with the formula C4H8ClN3 (ωB97M-V/def2-TZVPD, the Open Molecules 2025 dataset).

```
16
Properties=species:S:1:pos:R:3:forces:R:3
N -3.681557 -0.559702 -0.479692 -0.2 0.7 0.0
N -2.404114 -0.528640 0.087085 0.3 0.5 -0.3
C -1.748525 0.545803 -0.087827 0.1 0.0 0.2
N -0.475114 0.685797 0.463564 -0.6 0.4 -0.4
C 0.298891 -0.478855 0.865713 0.3 -0.3 0.6
C 1.571660 0.311399 0.486766 0.1 0.0 0.3
Cl 2.825382 -0.556587 -0.421132 -0.1 0.0 0.0
C 0.649691 1.247116 -0.311708 -0.1 0.7 0.1
H -4.143596 0.360230 -0.387512 0.1 -0.8 -0.1
H -4.207817 -1.263702 0.013360 -0.2 0.1 0.0
H -2.144277 1.448198 -0.608663 0.3 -0.6 0.3
H 0.130249 -1.358336 0.240578 0.0 0.1 -0.2
H 0.178477 -0.775128 1.915267 0.1 0.1 -0.2
H 2.066816 0.798570 1.339812 -0.3 -0.2 -0.4
H 0.596889 0.968848 -1.371592 0.2 0.1 0.1
H 0.786968 2.348339 -0.196371 0.0 -0.8 -0.1
```
Forces are in eV/Å.

Output
Kohn-Sham gap in eV: 9.196
SMILES string: N/N=C/N1CC(Cl)C1
ΔE to the lowest compared entry with this formula, charge and spin in kcal/mol: 42.21

In elementary charge units, the natural (NBO) charges are:
1 N -0.65
2 N -0.31
3 C 0.21
4 N -0.43
5 C -0.22
6 C -0.21
7 Cl -0.05
8 C -0.22
9 H 0.33
10 H 0.36
11 H 0.15
12 H 0.21
13 H 0.21
14 H 0.22
15 H 0.19
16 H 0.20

***

[9]
# C4H8ClNO2

One molecule with the formula C4H8ClNO2 in a non-equilibrium geometry (ωB97M-V/def2-TZVPD, the Open Molecules 2025 dataset).

```
16
Properties=species:S:1:pos:R:3:forces:R:3
C -1.757699 2.369738 0.144713 -0.2 0.1 -0.7
N -1.324045 1.316334 -0.398816 -0.1 0.0 -0.2
O -0.511045 0.599692 0.469990 0.0 -0.1 0.0
C -0.040476 -0.590236 -0.142412 0.7 0.0 1.0
C 1.381543 -0.830577 0.381463 -0.6 0.0 -0.5
Cl 2.511325 0.402305 -0.207769 0.0 0.1 0.0
O -0.766551 -1.707130 0.239591 0.2 0.0 0.1
C -2.087882 -1.718574 -0.255363 -0.7 -0.5 0.8
H -1.502887 2.648001 1.138208 0.2 0.1 0.9
H -2.385563 3.033026 -0.444306 0.1 -0.3 0.0
H -0.069919 -0.451615 -1.203673 0.0 0.2 -0.8
H 1.369097 -0.806509 1.459063 0.0 0.0 0.3
H 1.721345 -1.796388 0.032470 0.1 -0.1 0.0
H -2.108687 -1.579754 -1.323488 0.0 -0.1 -0.6
H -2.511494 -2.707546 0.026060 0.2 0.7 -0.3
H -2.688251 -0.915332 0.192399 0.1 -0.2 0.0
```
Forces are in eV/Å.

Output
Kohn-Sham gap in eV: 11.161
SMILES string: C=NO[C@@H](CCl)OC
ΔE to the lowest compared entry with this formula, charge and spin in kcal/mol: 48.76

In elementary charge units, the natural (NBO) charges are:
1 C -0.13
2 N -0.12
3 O -0.41
4 C 0.35
5 C -0.39
6 Cl -0.06
7 O -0.53
8 C -0.25
9 H 0.18
10 H 0.19
11 H 0.17
12 H 0.23
13 H 0.23
14 H 0.17
15 H 0.20
16 H 0.18

***

[10]
# C4H8ClOP

One molecule with the formula C4H8ClOP in a non-equilibrium geometry (ωB97M-V/def2-TZVPD, the Open Molecules 2025 dataset).

```
15
Properties=species:S:1:pos:R:3:forces:R:3
C 0.070920 -0.352913 1.990915 -0.4 -0.5 2.1
C -0.187888 -0.003103 0.550822 0.5 1.4 0.0
C -1.388769 -0.364095 0.094041 -1.9 -3.3 -1.0
O -2.003763 -0.361926 -1.180886 -1.1 0.0 0.3
P 1.193127 1.178053 -0.023876 -1.2 -2.0 -0.6
C 1.596601 0.309582 -1.614494 0.6 -2.8 1.4
Cl 0.004269 2.631906 -0.792402 -0.4 0.9 -0.4
H 0.949719 0.181627 2.443477 -0.7 -0.6 -0.6
H -0.803734 -0.060673 2.632635 0.7 -0.1 -0.5
H 0.187243 -1.449880 2.193030 0.2 0.8 -0.4
H -1.960384 -1.168146 0.662145 0.8 1.5 0.2
H -2.947648 -0.814022 -1.209620 3.2 1.5 0.8
H 2.307723 -0.608708 -1.412707 -1.6 1.5 0.0
H 0.732403 -0.041299 -2.199872 0.3 0.4 0.3
H 2.250180 0.923600 -2.133210 0.9 1.5 -1.5
```
Forces are in eV/Å.

Output
Kohn-Sham gap in eV: 9.326
SMILES string: C/C(=C/O)P(C)Cl
ΔE to the lowest compared entry with this formula, charge and spin in kcal/mol: 54.82

In elementary charge units, the natural (NBO) charges are:
1 C -0.64
2 C -0.42
3 C 0.18
4 O -0.71
5 P 0.83
6 C -0.95
7 Cl -0.30
8 H 0.22
9 H 0.22
10 H 0.22
11 H 0.15
12 H 0.50
13 H 0.23
14 H 0.25
15 H 0.23